[1]
ORCA calculation (wB97M-V/def2-TZVPD) on C30H26BrN10O5S5Ta as an isolated structure.

Structure (XYZ):
```
78
C30H26BrN10O5S5Ta wB97M-V/def2-TZVPD
Ta 0.67 -1.29 0.48
O -3.62 -2.08 -5.83
N -2.48 -2.41 -5.60
O -1.85 -3.26 -6.20
C -1.80 -1.74 -4.46
C -2.17 -0.47 -4.22
C -1.56 0.27 -3.15
C -1.85 1.62 -2.87
C -1.22 2.24 -1.83
C -0.33 1.51 -1.03
N -0.06 0.23 -1.27
C -0.64 -0.37 -2.34
C -0.25 -1.72 -2.61
N 0.68 -2.25 -1.76
C 1.09 -3.48 -1.97
C 0.61 -4.26 -3.02
C -0.34 -3.75 -3.86
C -0.80 -2.42 -3.67
H -2.92 0.00 -4.84
H -2.58 2.15 -3.48
H -1.41 3.28 -1.59
H 0.17 1.97 -0.18
H 1.84 -3.87 -1.29
H 0.98 -5.27 -3.15
H -0.74 -4.35 -4.67
C 3.60 1.56 4.37
N 2.46 0.73 3.95
C 1.41 0.43 4.93
C 2.30 0.32 2.70
N 1.19 -0.19 2.25
N 3.39 0.43 1.87
C 3.35 0.50 0.50
N 4.41 1.05 -0.08
N 2.33 0.03 -0.17
H 3.34 2.05 5.30
H 3.80 2.35 3.64
H 4.50 0.97 4.55
H 1.84 0.49 5.93
H 1.04 -0.58 4.80
H 0.59 1.14 4.86
H 0.40 -0.08 2.88
H 4.25 0.72 2.30
H 5.13 1.51 0.44
H 4.48 1.10 -1.08
H 2.39 0.22 -1.16
O 3.05 -7.49 2.94
C 2.68 -6.42 2.58
S 1.03 -5.79 2.90
C 1.28 -4.28 2.06
C 2.46 -4.05 1.51
S 2.78 -2.59 0.64
S 3.70 -5.27 1.65
S -0.04 -3.17 1.91
Br -3.31 2.00 1.09
C -4.11 0.38 0.49
C -5.46 0.46 0.20
C -6.14 -0.65 -0.27
C -5.48 -1.85 -0.47
C -4.12 -1.93 -0.20
C -3.42 -0.82 0.29
C -1.97 -1.05 0.49
O -1.22 -0.39 1.30
O -1.36 -1.92 -0.21
H -5.98 1.40 0.36
H -7.20 -0.57 -0.49
H -6.01 -2.72 -0.83
H -3.59 -2.86 -0.34
S 2.05 3.31 1.43
C 1.23 4.60 0.73
N 1.23 5.81 1.37
C 0.61 6.92 0.91
C -0.07 6.86 -0.26
C -0.05 5.62 -0.91
N 0.55 4.53 -0.45
H 1.75 5.85 2.24
H 0.68 7.81 1.52
H -0.58 7.72 -0.66
H -0.56 5.52 -1.87
```

electronic energy: -6704.24572 hartree
total charge: +2
energy above the lowest of the compared OMol25 structures with the same formula, charge and spin: 17.8 kcal/mol
HOMO level: -0.44461 hartree
LUMO level: -6.07 eV

---

[2]
ORCA calculation (wB97M-V/def2-TZVPD) on a single C5H9NO molecule.

Structure (XYZ):
```
16
C5H9NO wB97M-V/def2-TZVPD
C -1.48 1.01 1.06
C -1.21 -1.02 -0.23
N -1.17 0.57 -0.28
C -0.02 -0.26 -0.69
C 1.22 -0.21 0.15
C 2.39 -0.92 -0.47
O 2.41 -1.29 -1.61
H -0.83 1.80 1.34
H -2.49 1.39 1.19
H -1.40 0.21 1.78
H -1.84 -1.28 -1.09
H -1.65 1.04 -1.04
H 0.18 -0.09 -1.74
H 1.04 -0.68 1.12
H 1.56 0.81 0.34
H 3.27 -1.07 0.18
```

electronic energy: -325.76056 hartree
energy above the lowest of the compared OMol25 structures with the same formula, charge and spin: 111.1 kcal/mol
HOMO level: -0.27567 hartree
LUMO level: 0.80 eV

---

[3]
ORCA calculation (wB97M-V/def2-TZVPD) on a single C9H10O2S molecule.

Structure (XYZ):
```
22
C9H10O2S wB97M-V/def2-TZVPD
C -1.42 -0.67 1.69
C -2.13 0.01 0.52
S -2.19 -0.97 -0.99
C -0.83 -0.30 -2.02
C 0.39 -0.02 -1.21
C 1.26 -0.98 -0.88
C 2.44 -0.58 -0.07
O 3.56 -1.03 -0.24
C 2.15 0.49 0.93
C 1.29 1.45 0.60
C 0.67 1.37 -0.75
O 0.43 2.34 -1.43
H -1.01 0.06 2.38
H -0.61 -1.31 1.38
H -2.13 -1.25 2.26
H -3.16 0.17 0.81
H -1.73 1.00 0.35
H -0.61 -1.06 -2.76
H -1.15 0.59 -2.54
H 1.12 -2.00 -1.18
H 2.65 0.44 1.88
H 1.03 2.25 1.27
```

electronic energy: -897.55978 hartree
structure (SMILES): CCSCC1=CC(=O)C=CC1=O
energy above the lowest of the compared OMol25 structures with the same formula, charge and spin: 6.0 kcal/mol
HOMO level: -0.32811 hartree
LUMO level: -1.16 eV

---

[4]
ORCA calculation (wB97M-V/def2-TZVPD) on a 3-piece molecular cluster, C21H17FNO12P overall.

Structure (XYZ):
```
53
C21H17FNO12P wB97M-V/def2-TZVPD
O 0.32 -0.88 4.89
C -0.13 -1.05 3.75
F 0.01 -2.37 3.20
N -0.73 -0.04 2.88
C -1.13 1.19 3.61
O -0.32 1.92 4.26
P -2.96 1.84 3.58
O -4.66 2.35 3.62
C -5.44 1.35 4.27
O -4.98 0.71 5.27
C -6.89 0.89 3.77
C -7.28 0.89 2.26
C -8.69 0.39 1.87
C -9.68 -0.09 2.98
C -9.35 -0.07 4.51
C -7.91 0.44 4.88
H -0.07 0.17 2.10
H -3.41 0.63 2.96
H -2.61 2.93 2.72
H -2.83 2.06 4.99
H -6.49 1.26 1.52
H -8.96 0.38 0.75
H -10.71 -0.45 2.64
H -10.10 -0.42 5.28
H -7.66 0.45 6.00
C 2.49 -0.29 0.13
C 2.28 0.98 0.49
C 3.25 2.06 0.15
O 3.02 3.21 0.48
C 4.47 1.68 -0.58
C 4.68 0.41 -0.94
C 3.70 -0.66 -0.62
O 3.92 -1.81 -0.97
O 5.81 0.05 -1.61
O 1.17 1.34 1.19
H 1.79 -1.08 0.37
H 5.17 2.47 -0.80
H 5.73 -0.92 -1.75
H 1.25 2.31 1.33
C 6.36 -1.05 -5.44
C 5.54 -1.80 -4.70
C 4.41 -2.55 -5.32
O 3.70 -3.25 -4.62
C 4.20 -2.42 -6.77
C 5.02 -1.66 -7.50
C 6.16 -0.93 -6.89
O 6.90 -0.26 -7.59
O 4.84 -1.52 -8.84
O 5.71 -1.92 -3.35
H 7.18 -0.50 -5.00
H 3.37 -2.95 -7.20
H 5.55 -0.92 -9.14
H 4.99 -2.52 -3.05
```

electronic energy: -2209.05832 hartree
structure (SMILES): O=C(F)NC(=O)[PH3]OC(=O)c1ccccc1.O=C1C=C(O)C(=O)C=C1O.O=C1C=C(O)C(=O)C=C1O
energy above the lowest of the compared OMol25 structures with the same formula, charge and spin: 0.0 kcal/mol
HOMO level: -0.33815 hartree
LUMO level: -1.95 eV

---

[5]
ORCA calculation (wB97M-V/def2-TZVPD) on a single C3H5FS2 molecule.

Structure (XYZ):
```
11
C3H5FS2 wB97M-V/def2-TZVPD
C -0.41 -0.86 0.79
C 0.83 -0.28 0.07
C 0.62 1.08 -0.51
H -2.10 0.03 -0.65
H -0.09 -1.82 1.24
H -0.79 -0.17 1.55
H 1.55 1.69 -0.38
H 0.37 0.93 -1.58
F -0.40 1.77 0.13
S -1.76 -1.24 -0.43
S 2.18 -1.12 -0.22
```

electronic energy: -1013.51545 hartree
structure (SMILES): FCC(=S)CS
energy above the lowest of the compared OMol25 structures with the same formula, charge and spin: 7.5 kcal/mol
HOMO level: -0.33236 hartree
LUMO level: -0.62 eV

---

[6]
ORCA calculation (wB97M-V/def2-TZVPD) on C24H22BBr4N11O4S3W as an isolated structure.

Structure (XYZ):
```
70
C24H22BBr4N11O4S3W wB97M-V/def2-TZVPD
W -0.56 0.26 0.57
C 2.25 -4.84 1.69
C 1.14 -4.12 2.37
N 0.65 -4.39 3.53
N -0.35 -3.47 3.69
C -0.47 -2.62 2.67
S -1.57 -1.35 2.54
N 0.47 -3.06 1.79
N 0.76 -2.42 0.61
H 2.54 -5.69 2.30
H 3.11 -4.17 1.56
H 1.94 -5.18 0.71
H -0.84 -3.40 4.56
H 0.57 -3.00 -0.20
H 1.72 -2.08 0.58
Br 0.43 4.16 6.15
C 0.65 2.82 4.85
C 1.20 1.59 5.18
Br 1.74 1.22 6.95
C 1.34 0.60 4.20
Br 2.12 -1.09 4.55
C 0.90 0.83 2.91
O 0.91 -0.07 1.92
C 0.33 2.07 2.57
O -0.09 2.17 1.32
C 0.23 3.06 3.53
Br -0.52 4.70 2.98
N 5.60 2.63 -5.22
C 4.79 1.98 -4.32
C 3.86 1.03 -4.77
C 3.07 0.36 -3.86
C 3.19 0.62 -2.51
C 4.11 1.56 -2.05
C 4.91 2.23 -2.95
S 2.20 -0.23 -1.36
O 3.02 -0.71 -0.28
O 1.44 -1.22 -2.09
N 1.15 0.87 -0.70
C 0.31 1.52 -1.58
N -0.96 1.46 -1.12
C -1.94 2.03 -1.80
C -1.67 2.66 -2.99
C -0.34 2.67 -3.40
N 0.65 2.11 -2.71
H 5.36 2.61 -6.20
H 6.09 3.46 -4.92
H 3.77 0.83 -5.83
H 2.34 -0.38 -4.19
H 4.21 1.75 -0.99
H 5.63 2.96 -2.60
H -2.94 1.95 -1.39
H -2.45 3.12 -3.58
H -0.05 3.14 -4.34
S -2.66 1.42 1.66
C -4.10 0.63 1.30
N -5.27 1.11 1.84
C -6.48 0.59 1.56
C -6.57 -0.49 0.74
C -5.34 -0.98 0.23
N -4.18 -0.45 0.49
H -5.18 1.88 2.49
H -7.33 1.08 2.01
H -7.52 -0.94 0.49
H -5.32 -1.85 -0.43
B -2.96 -2.94 -2.07
C -2.10 -1.90 -1.26
N -1.46 -1.14 -0.66
H -3.67 -3.51 -1.25
H -3.61 -2.33 -2.89
H -2.18 -3.71 -2.59
```

electronic energy: -13413.65855 hartree
<S²>: 2.01
energy above the lowest of the compared OMol25 structures with the same formula, charge and spin: 0.0 kcal/mol
spin multiplicity: 3
HOMO level (spin up / spin down): -0.25498 / -0.27240 hartree
LUMO level (spin up / spin down): -0.98 / -0.99 eV

---

[7]
ORCA calculation (wB97M-V/def2-TZVPD) on C7H14N2OPSr as an isolated structure.

Structure (XYZ):
```
26
C7H14N2OPSr wB97M-V/def2-TZVPD
C 0.97 0.95 -2.71
C 0.33 0.36 -3.76
C -0.27 -0.94 -3.86
C -0.13 -1.93 -2.82
C 0.43 -1.74 -1.59
Sr -0.89 0.25 -1.36
P 0.31 3.10 -0.38
H 1.71 1.76 -2.94
H 0.20 0.89 -4.73
H -0.80 -1.23 -4.79
H 0.78 -2.60 -0.98
H -0.54 -2.92 -3.11
H -0.64 3.72 0.48
H 0.50 4.36 -1.06
H 1.36 3.45 0.51
C 0.26 0.55 4.05
N -0.29 -0.64 3.41
C -0.49 -0.92 2.10
N -1.03 -2.16 1.92
O -0.29 -0.13 1.12
H 0.59 1.29 3.32
H 1.12 0.25 4.67
H -0.50 0.99 4.70
H -0.64 -1.36 4.03
H -0.93 -2.65 1.04
H -1.15 -2.73 2.76
```

electronic energy: -831.73782 hartree
total charge: -1
HOMO level: -0.02090 hartree
LUMO level: 2.43 eV

---

[8]
ORCA calculation (wB97M-V/def2-TZVPD) on C30H43AlBrCl8F6IN3O5P as an isolated structure.

Structure (XYZ):
```
99
C30H43AlBrCl8F6IN3O5P wB97M-V/def2-TZVPD
C -1.16 -0.36 5.38
C -2.64 0.03 4.84
C -2.62 1.03 3.56
Br -1.11 2.31 3.89
C -2.52 0.27 2.14
C -1.88 1.02 0.89
C -0.29 1.00 0.79
C 0.70 0.22 1.67
C 2.27 0.30 1.52
C 2.89 1.20 0.44
C 1.90 2.01 -0.48
C 2.62 2.98 -1.57
C 0.34 1.92 -0.33
O -2.08 -1.11 2.46
C -3.07 -2.17 2.33
O -3.16 -3.20 3.00
C -3.99 -1.59 1.14
C -3.05 -1.92 -0.16
C -2.94 -3.50 -0.48
C -1.56 -3.68 -1.33
O -0.39 -3.50 -0.48
P -5.59 -2.48 0.68
N -6.92 -1.91 1.39
C -4.05 -0.07 1.66
F -4.95 -0.22 2.81
C -4.85 0.99 0.77
C -5.23 2.36 1.54
C -6.69 2.79 0.94
I -7.22 4.86 1.32
H -1.25 -1.38 5.90
H -0.39 -0.47 4.55
H -0.82 0.40 6.16
H -3.33 -0.87 4.71
H -3.11 0.66 5.70
H -3.57 1.68 3.66
H -2.28 0.68 -0.13
H -2.20 2.13 0.98
H 0.32 -0.44 2.51
H 2.96 -0.30 2.23
H 4.03 1.28 0.36
H 3.72 2.71 -1.68
H 2.04 3.01 -2.55
H 2.60 4.03 -1.08
H -0.30 2.54 -1.04
H -1.99 -1.52 -0.06
H -3.63 -1.46 -1.07
H -3.84 -3.94 -1.02
H -2.78 -4.15 0.47
H -1.58 -2.88 -2.15
H -1.52 -4.73 -1.81
H -0.19 -4.33 0.00
H -5.37 -3.89 0.95
H -5.80 -2.32 -0.75
H -7.38 -2.66 1.95
H -4.37 1.21 -0.26
H -5.87 0.49 0.52
H -5.39 2.24 2.66
H -4.50 3.22 1.36
H -6.77 2.49 -0.16
H -7.47 2.12 1.49
C 4.02 5.66 -4.80
Cl 3.26 6.35 -3.35
Cl 4.51 3.98 -4.49
Cl 2.87 5.70 -6.15
Cl 5.46 6.62 -5.23
F -2.66 -5.82 0.72
C 9.11 5.81 -7.57
Cl 7.72 5.06 -6.76
Cl 9.10 7.56 -7.28
Cl 10.62 5.11 -6.93
Cl 9.02 5.49 -9.32
O -3.15 -8.33 -1.12
H -2.92 -9.25 -0.86
H -2.85 -7.67 -0.44
H -4.11 -8.24 -1.31
C 0.12 -9.80 0.36
O -1.05 -10.17 0.41
N 0.63 -9.10 -0.68
N 1.01 -10.05 1.35
H 1.58 -8.78 -0.73
H -0.02 -8.89 -1.45
H 0.67 -10.57 2.15
H 1.97 -9.75 1.34
Al -3.87 -0.92 -2.50
F 6.19 5.10 -1.89
C 6.91 6.04 -1.26
C 7.03 5.99 0.12
C 7.79 6.95 0.78
C 8.40 7.97 0.05
C 8.26 8.01 -1.34
C 7.52 7.04 -2.00
H 6.54 5.19 0.67
H 7.90 6.92 1.86
H 8.98 8.73 0.56
H 8.74 8.81 -1.91
H 7.41 7.06 -3.07
F 3.88 -9.96 1.78
F -8.01 -0.56 -0.38
F -1.33 -8.41 -2.08
```

electronic energy: -9444.73679 hartree
HOMO level: -0.29425 hartree
LUMO level: -6.81 eV

---

Repeat the seventh record exactly.
ORCA calculation (wB97M-V/def2-TZVPD) on C7H14N2OPSr as an isolated structure.

Structure (XYZ):
```
26
C7H14N2OPSr wB97M-V/def2-TZVPD
C 0.97 0.95 -2.71
C 0.33 0.36 -3.76
C -0.27 -0.94 -3.86
C -0.13 -1.93 -2.82
C 0.43 -1.74 -1.59
Sr -0.89 0.25 -1.36
P 0.31 3.10 -0.38
H 1.71 1.76 -2.94
H 0.20 0.89 -4.73
H -0.80 -1.23 -4.79
H 0.78 -2.60 -0.98
H -0.54 -2.92 -3.11
H -0.64 3.72 0.48
H 0.50 4.36 -1.06
H 1.36 3.45 0.51
C 0.26 0.55 4.05
N -0.29 -0.64 3.41
C -0.49 -0.92 2.10
N -1.03 -2.16 1.92
O -0.29 -0.13 1.12
H 0.59 1.29 3.32
H 1.12 0.25 4.67
H -0.50 0.99 4.70
H -0.64 -1.36 4.03
H -0.93 -2.65 1.04
H -1.15 -2.73 2.76
```

electronic energy: -831.73782 hartree
total charge: -1
HOMO level: -0.02090 hartree
LUMO level: 2.43 eV